{"formula": "C35H101Cl2HfN15O6P5", "method": "ωB97M-V with the def2-TZVPD basis set", "energy_ha": -5341.48766, "homo_ha": -0.467, "relative_energy_kj_mol": 0.0, "lumo_ev": -10.6, "total_charge": 3, "symbols": ["Hf", "C", "C", "C", "O", "H", "H", "H", "H", "H", "H", "H", "O", "P", "N", "C", "C", "N", "C", "C", "N", "C", "C", "H", "H", "H", "H", "H", "H", "H", "H", "H", "H", "H", "H", "H", "H", "H", "H", "H", "H", "O", "P", "N", "C", "C", "N", "C", "C", "N", "C", "C", "H", "H", "H", "H", "H", "H", "H", "H", "H", "H", "H", "H", "H", "H", "H", "H", "H", "H", "O", "P", "N", "C", "C", "N", "C", "C", "N", "C", "C", "H", "H", "H", "H", "H", "H", "H", "H", "H", "H", "H", "H", "H", "H", "H", "H", "H", "H", "O", "P", "N", "C", "C", "N", "C", "C", "N", "C", "C", "H", "H", "H", "H", "H", "H", "H", "H", "H", "H", "H", "H", "H", "H", "H", "H", "H", "H", "O", "P", "N", "C", "C", "N", "C", "C", "N", "C", "C", "H", "H", "H", "H", "H", "H", "H", "H", "H", "H", "H", "H", "H", "H", "H", "H", "H", "H", "Cl", "C", "C", "Cl", "H", "H", "H", "H"], "positions_angstrom": [[2.08543, 3.31921, 1.39142], [-0.99376, 0.39719, -0.13157], [0.22611, 0.38096, 0.78540], [0.94566, -0.94361, 0.56771], [0.99360, 1.54776, 0.58699], [-0.72133, 0.36896, -1.18647], [-1.59036, 1.30245, 0.02996], [-1.65246, -0.43981, 0.08082], [-0.08363, 0.43584, 1.83566], [0.27650, -1.79476, 0.46304], [1.69926, -1.08192, 1.34111], [1.41499, -0.95144, -0.42737], [2.31778, 3.75069, -0.80620], [2.91227, 3.55042, -2.20940], [2.11844, 4.36592, -3.39194], [1.42087, 5.62290, -3.11089], [2.46252, 4.16839, -4.78722], [2.79451, 1.95830, -2.56512], [1.57346, 1.38010, -3.12401], [3.78473, 0.98434, -2.16337], [4.48293, 3.99010, -2.42693], [4.87660, 5.30268, -1.87996], [5.44309, 3.35663, -3.34309], [2.04914, 6.48465, -3.33991], [1.05565, 5.64494, -2.08592], [0.53369, 5.64641, -3.74618], [1.56263, 3.97512, -5.37243], [3.04863, 3.25319, -4.89961], [3.05696, 4.97697, -5.21386], [1.73642, 1.24779, -4.19767], [1.32597, 0.48134, -2.57343], [0.71994, 2.05851, -3.17234], [4.59995, 1.44824, -1.60498], [3.33545, 0.16588, -1.59640], [4.29208, 0.49959, -3.00610], [4.34701, 6.06362, -2.46628], [4.61554, 5.38078, -0.82229], [5.93809, 5.50166, -1.98708], [6.45511, 3.54775, -2.99543], [5.35232, 3.71893, -4.37059], [5.25989, 2.28720, -3.36691], [-1.49782, -5.83735, -4.44206], [-2.32997, -4.66101, -4.64615], [-2.41808, -4.12663, -6.22972], [-2.96365, -5.07314, -7.22326], [-1.44278, -3.16035, -6.74408], [-1.78710, -3.24487, -3.83851], [-0.36891, -3.23059, -3.49667], [-2.33249, -1.92130, -3.97579], [-3.90025, -4.70217, -4.10102], [-5.01744, -4.06993, -4.79150], [-4.28975, -5.59885, -3.01298], [-3.68762, -5.72359, -6.72991], [-2.11296, -5.60918, -7.64777], [-3.54792, -4.54952, -7.98504], [-1.87554, -2.15335, -6.63574], [-1.27679, -3.16391, -7.82201], [-0.50091, -3.27953, -6.20793], [-0.11215, -4.25042, -3.22209], [0.25715, -2.82082, -4.30484], [-0.14760, -2.56718, -2.64634], [-1.68485, -1.28390, -4.60213], [-3.32190, -1.88739, -4.43278], [-2.40952, -1.41760, -2.99891], [-5.74217, -4.87549, -4.97485], [-5.52491, -3.38888, -4.10011], [-4.83377, -3.61148, -5.75404], [-3.54840, -5.74162, -2.23280], [-4.57700, -6.60462, -3.34533], [-5.23473, -5.26635, -2.57441], [-0.97255, -2.73079, 2.46880], [-2.36026, -3.26005, 2.50857], [-3.53539, -2.15555, 2.96506], [-4.93790, -2.42245, 2.73270], [-3.11848, -0.76994, 3.18468], [-2.50855, -4.49810, 3.60641], [-2.84701, -4.32415, 5.01542], [-1.90197, -5.77105, 3.28929], [-3.03615, -3.91928, 1.12193], [-2.48940, -3.52905, -0.18705], [-4.21237, -4.76582, 1.02907], [-5.26678, -3.39844, 3.07860], [-5.22764, -2.24194, 1.69281], [-5.51014, -1.70437, 3.32722], [-2.46004, -0.71489, 4.05357], [-3.98908, -0.15332, 3.40440], [-2.63147, -0.41756, 2.26825], [-3.12311, -3.29382, 5.21460], [-3.63406, -5.03284, 5.28455], [-1.96545, -4.61687, 5.60007], [-2.46722, -6.66102, 3.56414], [-1.68079, -5.84975, 2.22011], [-0.88328, -5.79980, 3.70894], [-1.65712, -2.85089, -0.02655], [-2.13674, -4.46903, -0.62067], [-3.27821, -3.09973, -0.81227], [-5.15095, -4.23502, 0.89514], [-4.16321, -5.48674, 1.84455], [-4.11325, -5.41058, 0.14746], [2.83704, 1.67738, 2.72642], [3.54588, 0.64149, 3.62708], [4.50589, 1.31214, 4.76441], [5.69705, 2.06676, 4.41595], [4.00571, 1.61387, 6.10023], [4.56927, -0.28131, 2.72934], [5.46886, -1.26278, 3.32816], [4.51009, -0.37687, 1.26175], [2.52595, -0.34142, 4.43877], [3.00974, -1.42237, 5.32147], [1.08560, -0.39048, 4.11835], [6.48957, 1.84329, 5.13642], [5.55228, 3.13707, 4.62090], [6.03478, 1.91241, 3.39699], [3.05847, 1.16163, 6.37927], [3.95329, 2.67517, 6.35356], [4.72301, 1.16214, 6.79460], [5.11207, -2.29129, 3.26418], [6.45147, -1.19414, 2.85445], [5.66085, -1.05752, 4.37963], [3.91820, 0.45166, 0.86863], [5.50479, -0.34392, 0.82442], [3.97617, -1.30767, 1.06698], [3.02127, -2.31375, 4.69562], [3.99938, -1.21227, 5.71322], [2.33930, -1.49915, 6.17497], [0.81772, 0.60766, 3.78508], [0.49413, -0.75088, 4.96415], [0.88672, -1.21274, 3.41589], [0.26340, 4.52083, 0.84658], [-1.19113, 4.97417, 0.74885], [-1.43818, 6.60488, 0.61565], [-0.47547, 7.46960, -0.06842], [-2.78807, 7.19462, 0.75243], [-2.12851, 4.49577, 1.99693], [-2.05176, 5.27358, 3.23659], [-2.51961, 3.08758, 2.15374], [-1.96779, 4.29839, -0.54320], [-1.22024, 3.81435, -1.71812], [-3.38620, 4.43789, -0.86577], [0.49291, 6.98578, -0.23658], [-0.20525, 8.28489, 0.60267], [-0.87093, 7.75711, -1.04096], [-2.63042, 8.25544, 0.55500], [-3.18454, 7.20375, 1.76444], [-3.43394, 6.76579, -0.00230], [-2.76320, 4.92094, 3.98099], [-1.10310, 5.23033, 3.80585], [-2.17436, 6.33899, 3.06642], [-1.67002, 2.41017, 2.28174], [-3.10521, 2.96587, 3.06243], [-3.16317, 2.85102, 1.31200], [-1.76863, 2.97044, -2.14354], [-1.23855, 4.63578, -2.43930], [-0.22546, 3.44424, -1.48016], [-3.81281, 3.47408, -1.14331], [-3.50967, 5.24155, -1.59259], [-3.95681, 4.69318, 0.03073], [3.78688, -4.55358, 3.15706], [2.58996, -5.42327, 2.13794], [1.64037, -4.45898, 1.45778], [0.56135, -5.33208, 0.34019], [1.97473, -5.96178, 2.85573], [3.06712, -6.11337, 1.45497], [2.24921, -3.81851, 0.81979], [1.01933, -3.89353, 2.14461]], "forces_ev_per_angstrom": [[-5.3038, -6.3379, -5.3663], [-0.3259, 0.9350, 0.2030], [-1.3690, -1.0952, 0.5513], [0.9526, 0.5854, -0.8140], [3.2146, 4.8244, 0.9499], [0.1664, -0.1005, -0.0128], [0.1049, 0.0063, -0.0660], [0.1037, -0.2408, 0.0657], [-0.3140, -0.3284, -0.1552], [-0.2827, 0.1326, 0.8367], [0.0169, -0.4015, -0.0912], [0.3364, 0.3439, 0.1862], [0.7187, 1.0101, 3.3385], [1.1410, -1.5145, -2.7218], [-1.2631, 0.4599, 1.6371], [-0.4687, -0.3853, -0.3376], [0.3740, -1.0191, -0.2947], [-0.0217, 0.6310, 0.0516], [0.0048, 0.7269, -1.1463], [0.6887, -0.5512, -0.0032], [0.8380, -0.3400, 1.7905], [-0.7800, 0.0818, -0.6065], [-0.4079, -0.2377, -0.2426], [-0.0420, 0.0829, 0.1022], [0.2404, 0.0754, 0.0809], [0.0200, 0.2471, -0.0649], [-0.0836, 0.4030, -0.0272], [0.0737, 0.0786, 0.0897], [-0.1789, 0.2036, 0.1010], [0.0867, -0.9272, 0.0943], [-0.1394, -0.2208, -0.2002], [0.1186, 0.1694, 0.7809], [-0.2576, -0.0196, 0.2931], [-0.0754, 0.2138, 0.2424], [-0.3099, 0.1050, -0.2115], [0.1649, 0.2958, 0.3907], [-0.0075, 0.1224, -0.0457], [0.0866, -0.3143, -0.0321], [-0.0032, -0.0616, 0.0831], [0.0027, 0.1828, 0.1169], [0.2713, 0.0966, -0.1208], [0.3858, -0.5723, 0.8917], [-1.0302, 2.7307, -0.5531], [-0.6385, -0.3219, -0.4401], [0.1373, 0.5033, 0.5266], [-0.6970, 0.6610, 0.4453], [1.3089, -0.6826, 0.1933], [-0.2129, 0.2113, 0.1512], [-0.1659, 0.3823, -0.1547], [0.4764, -0.4197, -0.5392], [-1.0704, -1.1699, 0.7282], [-0.8159, -0.5467, -0.3483], [0.3316, -0.3191, -0.0199], [-0.4462, -0.3704, -0.2608], [0.3232, 0.1003, -0.1056], [0.4759, -0.0307, 0.4077], [-0.0131, -0.9710, 0.0306], [0.1145, 0.3496, -0.3164], [0.4954, 0.0741, -0.1666], [0.0612, -0.3500, -0.0873], [-0.3965, -0.1437, 0.1792], [-0.0416, -0.0960, 0.0526], [0.0032, -0.3026, 0.0425], [0.0072, -0.1759, 0.0038], [-0.1622, 0.2150, -0.2038], [0.0866, 0.2811, -0.2065], [0.5847, 0.1555, 0.1370], [0.2633, 0.3450, -0.1017], [0.3801, -0.0164, -0.3665], [0.2590, 0.5328, 0.2105], [-0.2469, 0.7649, -0.8206], [-2.0709, -1.5759, 0.6101], [1.1832, 0.3965, 0.7754], [-0.4307, 0.9435, 0.2179], [-0.2373, -0.6120, -0.1591], [-0.9384, 0.0664, -0.3706], [0.6286, -0.5612, -0.3756], [1.3522, 0.1188, -0.6906], [1.1717, 0.8116, -0.3572], [-0.3620, -0.8365, 0.7214], [0.9233, -1.0492, -0.2356], [0.2603, -0.1789, -0.1802], [-0.0253, -0.2663, -0.0260], [0.0201, -0.0525, 0.0322], [0.2394, 0.1733, -0.1713], [-0.0564, -0.0204, -0.1010], [0.1527, 0.4834, 0.2872], [-0.1415, -0.0533, 0.1200], [-0.1870, 0.2670, 0.0795], [-0.1052, 0.3031, 0.2122], [-0.1865, 0.2182, 0.3328], [-0.4212, 0.1114, -0.0270], [-0.2534, -0.3552, 0.4175], [0.0777, 0.0784, -0.2839], [0.1922, 0.3880, -0.5580], [0.2116, 0.1299, -0.0950], [-0.0881, -0.0107, 0.3890], [-0.7188, 0.3022, 0.2960], [0.1721, 0.1833, -0.0912], [-1.0561, 2.9399, -1.7385], [1.7277, -2.1406, 1.4029], [-1.0496, 0.3171, -0.3280], [0.4149, 0.6064, 0.9089], [0.6489, -0.4409, 1.2535], [0.1599, 1.2374, -0.8840], [0.6466, 0.0059, 0.5307], [-0.7819, -0.0219, 0.8475], [-0.9349, 1.3616, 0.1656], [-0.0501, 0.2849, -0.6709], [0.5540, -1.0856, 0.0036], [0.1414, -0.4477, -0.3149], [-0.2999, 0.0056, -0.4369], [-0.0128, -0.1960, -0.0156], [-0.1361, -0.0679, -0.5973], [0.0670, 0.0992, -0.4268], [0.0044, 0.2540, 0.1369], [-0.1556, 0.1283, -0.2636], [-0.1292, -0.0473, -0.1885], [-0.1716, 0.1682, -0.0141], [-0.0101, -0.1046, -0.0987], [0.0759, -0.1870, 0.0278], [0.2854, -0.0526, -0.7175], [0.0505, -0.4117, 0.5374], [0.0764, 0.0169, -0.0984], [-0.1312, -0.1724, -0.1039], [-0.5982, -0.2473, -0.1100], [0.2088, 0.7250, 0.3982], [-0.0832, 0.5922, -0.4771], [3.0369, -0.7886, 1.1111], [-3.9495, 0.7158, -0.8789], [1.3364, -0.6790, 1.1076], [0.6095, -0.3793, 0.4134], [0.8315, 0.6218, -0.2672], [0.3904, 0.4920, 1.1287], [0.6651, 0.2929, 1.0071], [-0.1688, 0.2916, 0.0141], [1.7041, -1.6571, -0.1367], [-0.6820, 0.1535, 0.1501], [-0.1781, 0.3442, 1.3312], [-0.2592, -0.3815, -0.0477], [-0.3775, 0.4698, -0.4090], [0.0713, 0.4497, 0.0825], [-0.2348, -0.0264, -0.2927], [-0.1607, -0.5912, -0.1243], [-0.4605, 0.2317, 0.2507], [-0.4154, 0.0707, -0.3949], [0.1411, -0.4172, -0.5206], [-0.2924, -0.1377, -0.0475], [0.0385, -0.0772, -0.4110], [-0.1231, 0.2843, -0.0133], [0.2209, -0.5770, -0.0325], [0.0157, 0.0426, -0.0342], [0.4607, -0.2878, -0.3253], [0.0947, 0.3281, 0.1089], [0.2393, 0.0659, -0.6255], [-0.3136, -0.3435, -0.3011], [0.1613, 0.2345, -0.0373], [-0.0333, 0.0016, -0.3754], [-1.3145, -0.2088, 0.8591], [0.9041, 0.2286, -0.7040], [-0.0182, -0.1116, 0.1195], [0.3046, -0.4473, -0.0241], [0.2964, 0.1205, -0.0298], [-0.2313, 0.3533, 0.0586], [0.0183, 0.0602, 0.0594]]}

{"formula": "C6H12", "method": "ωB97M-V with the def2-TZVPD basis set", "energy_ha": -235.74362, "homo_ha": -0.347, "relative_energy_kj_mol": 195.9, "lumo_ev": 1.2, "symbols": ["C", "C", "C", "C", "C", "C", "H", "H", "H", "H", "H", "H", "H", "H", "H", "H", "H", "H"], "positions_angstrom": [[-0.19147, 1.96129, 0.98790], [0.76018, 1.03730, 0.90461], [0.62096, -0.38740, 1.36054], [0.47962, -1.37410, 0.18417], [-0.73773, -1.14962, -0.70947], [-0.66798, 0.17442, -1.72953], [-1.15739, 1.74060, 1.44015], [-0.05784, 2.95858, 0.57731], [1.70416, 1.28719, 0.41554], [1.50764, -0.67150, 1.94460], [-0.23873, -0.47328, 2.04088], [0.48308, -2.39233, 0.59771], [1.35753, -1.29958, -0.46145], [-1.63697, -1.17556, -0.02747], [-0.91737, -2.01300, -1.34941], [-1.49427, 0.49732, -1.14705], [0.18372, 0.88145, -1.68224], [-0.78785, -0.06785, -2.79834]], "forces_ev_per_angstrom": [[0.1368, -0.0861, 0.0654], [-0.1330, 0.1496, 0.0241], [-0.0262, 0.0063, -0.0094], [0.2638, -0.0537, -0.1443], [0.5521, 0.0571, -0.5964], [0.3861, -1.8869, 1.4403], [0.1551, 0.0212, -0.0193], [0.0117, -0.1281, 0.1073], [-0.1400, 0.0024, 0.0719], [-0.1374, 0.0421, -0.1019], [0.0711, -0.0188, -0.2139], [-0.1078, 0.1405, -0.1076], [0.2164, -0.0245, 0.1228], [0.6000, 0.7575, -0.8292], [0.3151, -0.1679, -0.0206], [-1.1479, 2.1294, -1.0738], [-0.4359, -0.7941, 0.5745], [-0.5799, -0.1461, 0.7102]]}